This record from the Open Molecules 2025 dataset describes C6H5ClFNO in the gas phase at a distorted geometry. The level of theory is ωB97M-V/def2-TZVPD.

Each line ends with the Mulliken charge.
Element x y z (Å)
H: 0.285 -1.858 0.136  0.57
C: -1.100 -0.475 0.550  -0.50
C: -1.158 1.036 0.431  0.53
H: 1.774 2.082 1.046  0.35
H: -1.227 -0.723 1.630  0.33
Cl: -0.063 -2.147 -2.302  -0.20
O: 0.649 0.324 -2.152  -0.38
N: -0.208 1.827 0.447  -0.50
H: 2.287 -0.430 0.618  0.59
C: 1.438 0.056 0.466  -0.74
C: 0.287 -0.603 -1.541  0.53
C: 1.022 1.316 0.779  -0.31
F: -2.379 1.436 0.078  -0.27
H: -1.811 -1.032 -0.113  0.25
C: 0.205 -0.811 -0.075  -0.24

Atomic forces in eV per Å
0.845 -0.548 -0.125
-0.741 1.113 -0.154
-1.596 -1.555 -0.871
-0.596 -0.532 0.246
0.346 -0.323 -0.869
-0.433 -0.809 -1.141
0.075 1.052 -0.720
-0.719 0.944 0.414
3.838 -1.419 0.616
-7.045 2.085 0.138
-0.169 -1.180 0.125
3.616 -0.964 -0.662
-0.221 0.718 0.103
-0.248 0.923 1.020
3.047 0.496 1.881

Its gap between HOMO and LUMO is 0.366 Eh. For the energy above the lowest of the compared OMol25 structures with the same formula, charge and spin, the calculation gives 0.0 kJ/mol. As for the SMILES: O=C(Cl)[C@H]1C=CN=C(F)C1. As for the molecular weight: 161.6 g/mol. Its energy is -921.63573 a.u. Its LUMO energy is 0.410 eV.